13
Properties=species:S:1:pos:R:3:forces:R:3:lowdin_charge:R:1 method="wB97M-V/def2-TZVPD" mol_weight_g_mol=138.20 lumo_ev=-0.498 e_tot_ev=-35496.269 fmax_ha_per_bohr=0.0468 total_charge=0 relative_energy_kcal_mol=7.4 homo_lumo_gap_ev=8.4 homo_ev=-8.8838
C 0.10394 0.48684 -0.21633 -0.20 0.46 1.68 -0.994
Si -1.57925 1.43169 -0.10663 1.73 0.36 -0.10 0.465
Si -0.58223 -1.25655 -0.39138 2.27 0.52 0.61 0.453
P 1.52191 1.17354 0.42475 -1.62 0.26 -1.12 0.523
P 3.17872 -0.27160 0.18108 0.38 1.13 0.12 0.472
H -2.44400 1.00975 1.03131 0.08 -0.02 -0.35 -0.058
H -1.93988 1.10099 -1.45010 -1.15 -0.38 -0.75 -0.090
H -1.41752 2.87815 -0.23282 0.03 0.43 0.53 -0.092
H -1.95703 -1.35185 -0.55842 -1.98 0.31 -0.68 -0.104
H -0.45903 -1.92102 0.87518 0.38 -0.39 0.94 -0.077
H 0.13444 -2.04342 -1.33197 0.44 -0.67 -0.99 -0.091
H 2.14199 -1.15213 0.17753 -0.43 -1.47 0.35 -0.249
H 3.29793 -0.08438 1.59782 0.07 -0.53 -0.24 -0.158

64
Properties=species:S:1:pos:R:3:forces:R:3:lowdin_charge:R:1 method="wB97M-V/def2-TZVPD" mol_weight_g_mol=520.21 lumo_ev=-2.670 e_tot_ev=-36900.699 fmax_ha_per_bohr=0.0514 total_charge=+1 relative_energy_kcal_mol=18.3 homo_lumo_gap_ev=6.6 homo_ev=-9.3110
Sr -0.01950 -0.02067 -0.44088 1.90 1.46 1.11 1.617
C -2.88950 3.48763 -1.05028 -0.05 0.03 0.03 -0.035
C -1.76890 2.65403 -1.09378 -0.08 0.05 0.02 -0.141
N -1.83130 1.33953 -1.00958 -0.64 0.82 -0.49 -0.109
C -3.02830 0.71863 -0.94098 -1.16 0.04 0.02 -0.161
C -4.23180 1.49623 -0.94328 0.39 -0.12 0.06 -0.149
C -4.12190 2.90043 -0.95908 0.31 -0.14 -0.03 0.013
C -5.48780 0.87353 -0.93598 -0.21 -0.32 0.00 -0.047
C -5.53580 -0.49097 -0.94928 -0.17 0.57 0.01 -0.065
C -4.37840 -1.26447 -0.91958 0.46 -0.22 0.03 -0.008
C -3.08720 -0.73057 -0.88338 -0.65 -0.35 -0.02 -0.221
N -1.89230 -1.39337 -0.80218 0.32 0.20 -0.13 -0.122
C -1.62910 -2.73577 -0.86598 -0.52 -0.53 -0.04 -0.219
C -2.53750 -3.79627 -0.92548 -0.07 0.55 0.04 -0.008
C -2.16320 -5.13587 -0.96578 0.53 -0.39 0.00 -0.064
C -0.85040 -5.51447 -0.96118 -0.45 -0.07 -0.02 -0.046
C 0.13160 -4.51497 -0.93098 0.04 0.36 0.06 -0.148
C 1.50020 -4.85187 -0.95268 -0.07 0.39 0.01 0.015
C 2.44510 -3.86267 -0.94738 0.02 -0.05 0.02 -0.034
C 2.00650 -2.53717 -0.90178 -0.06 -0.17 0.01 -0.140
N 0.73470 -2.18927 -0.85568 0.62 -0.86 -0.36 -0.106
C -0.23210 -3.13127 -0.87918 -0.33 -1.09 -0.06 -0.159
H -2.77630 4.56023 -1.08318 0.05 0.06 -0.03 0.112
H -0.77810 3.07803 -1.20468 0.07 0.05 0.05 0.091
H -5.02420 3.49173 -0.90808 -0.07 0.08 -0.04 0.126
H -6.38560 1.47043 -0.93478 -0.09 0.09 -0.02 0.114
H -6.48630 -0.99837 -0.97388 -0.15 -0.06 0.02 0.113
H -4.55200 -2.32087 -0.91298 0.12 0.01 0.02 0.074
H -3.59490 -3.62897 -0.93718 0.05 0.09 0.02 0.074
H -2.94140 -5.88127 -0.99858 -0.09 -0.12 -0.01 0.113
H -0.56110 -6.55177 -0.98698 0.06 -0.15 -0.02 0.113
H 1.77710 -5.89487 -0.97858 0.06 -0.11 -0.02 0.126
H 3.50060 -4.08377 -0.97158 0.08 0.00 -0.02 0.112
H 2.72430 -1.72887 -0.90278 0.13 0.10 0.03 0.086
C 3.47680 -0.78757 2.06402 -0.04 -0.02 -0.06 -0.023
C 2.68280 0.33533 1.44612 -0.11 0.04 -0.03 -0.205
C 3.09140 0.94253 0.24872 -0.13 -0.03 0.06 -0.217
C 4.23420 0.40863 -0.57438 -0.02 -0.01 0.04 -0.038
C 2.49310 2.14403 -0.15668 -0.14 -0.03 0.07 -0.222
C 2.90740 2.78233 -1.45358 0.00 -0.01 0.01 -0.030
C 1.57100 2.79173 0.67892 -0.02 -0.13 -0.04 -0.201
C 1.29330 4.25663 0.45482 -0.09 -0.02 -0.01 -0.024
C 1.02400 2.08973 1.76212 0.03 -0.07 -0.14 -0.223
C -0.10280 2.65403 2.58412 0.03 0.01 -0.05 -0.019
C 1.55660 0.83973 2.11902 0.14 0.04 -0.06 -0.244
C 0.98560 0.11813 3.31252 -0.01 -0.04 -0.08 -0.030
H 3.12310 -1.77047 1.74362 0.06 -0.06 0.06 0.089
H 3.41880 -0.73607 3.14882 -0.02 -0.08 -0.01 0.087
H 4.52950 -0.70037 1.80752 -0.01 -0.06 -0.01 0.083
H 5.02120 1.15963 -0.63818 0.09 -0.01 -0.09 0.102
H 3.91750 0.18513 -1.59528 0.08 -0.01 -0.01 0.084
H 4.66840 -0.49137 -0.15368 0.00 -0.05 -0.04 0.070
H 3.05190 2.02893 -2.22728 0.06 0.06 -0.03 0.081
H 3.84800 3.32163 -1.34318 0.11 0.07 -0.08 0.105
H 2.15800 3.48443 -1.80918 0.02 0.05 -0.04 0.080
H 0.47440 4.44643 -0.24048 -0.01 0.08 -0.01 0.075
H 2.18660 4.73703 0.05982 -0.06 0.06 -0.03 0.090
H 1.05010 4.75153 1.39192 0.00 0.02 -0.04 0.083
H 0.12390 2.58373 3.64592 -0.10 0.00 0.08 0.093
H -1.02690 2.09733 2.39682 -0.01 0.05 0.12 0.094
H -0.29920 3.69393 2.35212 -0.08 0.03 -0.03 0.072
H -0.10680 0.12703 3.29052 0.06 0.00 0.09 0.087
H 1.29900 0.61123 4.23382 -0.06 -0.03 0.12 0.105
H 1.31390 -0.91677 3.35812 -0.06 0.00 0.02 0.079

56
Properties=species:S:1:pos:R:3:forces:R:3:lowdin_charge:R:1 method="wB97M-V/def2-TZVPD" mol_weight_g_mol=508.99 lumo_ev=0.279 e_tot_ev=-63774.655 fmax_ha_per_bohr=0.0256 total_charge=0 relative_energy_kcal_mol=0.4 homo_lumo_gap_ev=8.6 smiles="O=C(O)COc1ccccc1/C=N/NC(=O)CSc1nc2ccccc2n1Cc1ccc(Cl)cc1" homo_ev=-8.3334
O -2.16722 -2.71696 1.48767 0.12 -0.21 0.38 0.102
C -2.71657 -2.23397 0.53241 -0.60 0.17 0.06 -0.522
O -2.14672 -1.94958 -0.60836 0.19 0.03 -0.60 0.080
H -1.12659 -2.00375 -0.55511 -0.27 0.11 0.17 0.072
C -4.20968 -1.87795 0.52253 0.15 -0.34 0.11 -0.084
O -4.29380 -0.48493 0.29592 -0.08 0.01 -0.02 -0.023
C -5.49618 0.11771 0.39651 -0.27 0.28 0.07 -0.205
C -6.69702 -0.56524 0.57370 0.22 -0.22 -0.04 -0.013
C -7.89381 0.11804 0.69369 0.01 0.18 -0.01 -0.075
C -7.91963 1.50173 0.65201 -0.18 -0.07 0.03 -0.092
C -6.73802 2.19209 0.47931 0.27 -0.17 -0.05 -0.042
C -5.51711 1.53040 0.33756 -0.40 -0.54 0.06 -0.132
C -4.32872 2.32840 0.14957 0.64 0.57 -0.07 -0.076
N -3.20653 1.85161 -0.21282 -0.27 -0.49 -0.04 0.063
N -2.16391 2.68672 -0.35953 -0.19 1.28 0.24 0.046
C -0.94549 2.26575 -0.79554 -0.07 -0.28 0.01 -0.530
O -0.00923 3.02457 -0.89882 0.10 0.20 0.00 0.040
C -0.90039 0.78720 -1.10582 0.34 -0.12 -0.34 -0.343
H -1.80165 0.46591 -1.62464 0.11 -0.05 0.16 0.082
H -0.81354 0.22721 -0.17582 -0.13 0.01 -0.02 0.093
S 0.57398 0.42767 -2.10670 -0.08 0.15 -0.14 1.053
C 1.20119 -0.93446 -1.22344 -0.39 -0.04 0.00 -0.563
N 0.47579 -1.73912 -0.48653 -0.06 0.20 -0.20 0.095
C 1.35514 -2.65344 0.04090 0.77 -0.04 -0.01 -0.193
C 1.12254 -3.71519 0.90470 0.07 0.05 -0.06 0.002
C 2.21317 -4.47894 1.26605 -0.05 -0.10 0.06 -0.088
C 3.49499 -4.20096 0.78837 0.12 -0.03 0.00 -0.091
C 3.74091 -3.14383 -0.06638 0.12 0.08 -0.10 -0.014
C 2.65404 -2.36850 -0.43384 -0.48 -0.51 0.41 -0.147
N 2.52012 -1.26606 -1.25146 -0.49 -0.11 -0.07 -0.010
C 3.58076 -0.53438 -1.90320 0.26 0.30 0.06 -0.093
C 4.27126 0.39004 -0.92831 0.13 -0.01 -0.05 -0.197
C 5.54103 0.09952 -0.44893 -0.12 0.05 -0.09 -0.038
C 6.15859 0.92818 0.47061 0.02 0.12 0.11 -0.100
C 5.49293 2.05729 0.91864 -0.06 -0.19 -0.17 -0.674
C 4.22516 2.36465 0.45046 0.05 0.01 0.05 -0.087
C 3.62013 1.53091 -0.47125 0.10 -0.01 -0.01 -0.019
H 2.63739 1.78248 -0.84025 -0.14 0.04 -0.03 0.083
H 3.71564 3.24875 0.79892 -0.02 0.10 0.05 0.110
Cl 6.25714 3.09639 2.06855 0.09 0.13 0.14 0.673
H 7.14690 0.70085 0.83783 0.08 0.01 0.05 0.105
H 6.06442 -0.77732 -0.80117 0.05 -0.11 -0.05 0.108
H 4.29078 -1.25484 -2.31819 -0.11 0.09 -0.05 0.133
H 3.13569 0.04035 -2.72009 0.14 -0.15 0.02 0.110
H 4.73632 -2.93285 -0.42395 0.13 0.01 -0.02 0.099
H 4.31777 -4.82689 1.09991 0.07 -0.04 0.02 0.100
H 2.07678 -5.31326 1.93732 -0.01 -0.07 0.06 0.101
H 0.12982 -3.90991 1.27729 -0.13 -0.01 0.04 0.102
H -2.26699 3.68369 -0.14541 0.14 -0.33 -0.09 0.164
H -4.45082 3.40652 0.32669 0.07 -0.06 -0.03 0.127
H -6.74837 3.27198 0.44352 0.03 0.12 0.00 0.110
H -8.85198 2.03469 0.75391 -0.08 0.05 0.01 0.101
H -8.80964 -0.43829 0.82508 -0.07 -0.06 0.01 0.106
H -6.70708 -1.64278 0.61432 0.04 -0.09 0.01 0.105
H -4.64419 -2.15490 1.49036 0.10 0.06 -0.16 0.139
H -4.70011 -2.43757 -0.28558 0.00 0.07 0.10 0.142